[1]
Computed, not measured: 6 unconnected molecules or ions with the total composition C21H56BN12O13P in a non-equilibrium geometry, with wB97M-V/def2-TZVPD.

Geometry as ORCA input:
```
! wB97M-V def2-TZVPD RIJCOSX def2/J DEFGRID3
* xyz 0 1
C 3.4365 4.5380 -0.3244
C 3.0943 3.7184 0.8957
C 3.9586 2.5104 1.0890
C 4.2068 1.7495 -0.1663
O 3.0423 1.4369 -0.9225
C 2.2262 0.4477 -0.4622
O 1.2588 1.0194 0.4478
N 0.6995 -0.0280 1.2471
O 1.3557 -0.2650 2.1865
C 1.5528 -0.2500 -1.6392
O 0.1487 -0.0700 -1.6987
C -0.2718 0.7864 -2.7617
N 0.1299 2.1457 -2.6125
C -1.7413 0.6246 -2.9098
C -2.5806 1.4560 -1.9946
C -4.0297 1.4505 -2.4976
P -5.2028 0.8245 -1.3561
O -6.3450 0.1876 -1.9747
O -5.5078 2.0306 -0.4585
C -6.8260 2.0865 0.1320
C -6.9219 1.2711 1.3717
O -4.3946 -0.2072 -0.4982
C -4.9008 -1.5353 -0.5019
C -4.0901 -2.2538 0.4882
B 1.7799 -1.8164 -1.6901
O 1.4518 -2.4149 -2.8604
C 2.3285 -2.6736 -0.5185
C 3.8422 -2.5967 -0.4260
H 4.4735 4.4841 -0.5464
H 3.2118 5.5659 -0.1400
H 2.8893 4.2059 -1.1795
H 2.0821 3.3866 0.8452
H 3.1810 4.3411 1.7603
H 3.4940 1.8471 1.7791
H 4.8940 2.7787 1.5245
H 4.8299 2.3441 -0.7847
H 4.7742 0.8675 0.0459
H 2.8084 -0.2356 0.1309
H 2.0025 0.1645 -2.5156
H 0.1757 0.4157 -3.6625
H 0.9646 2.3561 -3.1336
H 0.2402 2.4068 -1.6434
H -1.9794 -0.4007 -2.7501
H -1.9836 0.8954 -3.9073
H -2.5234 1.0986 -0.9916
H -2.2064 2.4504 -2.0241
H -4.1196 0.9025 -3.4066
H -4.3593 2.4433 -2.6958
H -6.9701 3.1065 0.3831
H -7.5819 1.8359 -0.5730
H -7.5628 0.4305 1.2452
H -7.3514 1.8609 2.1433
H -5.9538 0.9771 1.7075
H -5.9171 -1.5709 -0.1902
H -4.7864 -1.9733 -1.4624
H -4.2418 -3.3079 0.4453
H -4.3985 -1.9078 1.4430
H -3.0762 -1.9870 0.2938
H 0.7432 -3.0702 -2.7024
H 2.0811 -3.6987 -0.6767
H 1.8908 -2.3994 0.4276
H 4.2618 -2.9332 -1.3424
H 4.2075 -3.2159 0.3512
H 4.2029 -1.6036 -0.2530
C 0.6845 -0.6432 5.9842
O 0.5420 0.5490 5.8305
N 0.8068 -1.5127 4.9258
N 0.7381 -1.2220 7.2298
H 0.9338 -2.5015 5.0378
H 0.7705 -1.1218 3.9980
H 0.6520 -0.6117 8.0206
H 0.8571 -2.2054 7.3815
C -7.0542 -4.5892 -2.5524
O -6.3519 -5.0668 -1.6799
N -7.9459 -5.3509 -3.2678
N -7.0084 -3.2661 -2.8841
H -8.5351 -4.9818 -3.9889
H -7.9992 -6.3258 -3.0424
H -6.3732 -2.6851 -2.3734
H -7.5742 -2.8465 -3.5967
C -3.2265 0.9327 2.7474
O -4.4069 1.2131 2.6412
N -2.4880 0.4672 1.6935
N -2.5533 1.0685 3.9328
H -1.5178 0.2248 1.7532
H -2.9690 0.3690 0.8149
H -3.0721 1.4187 4.7154
H -1.5795 0.8651 4.0433
C 6.6849 -3.3409 2.3805
O 5.9172 -3.8774 1.6045
N 8.0079 -3.6854 2.4546
N 6.2841 -2.3486 3.2377
H 8.6587 -3.2565 3.0843
H 8.3278 -4.4083 1.8381
H 5.3203 -2.0751 3.2052
H 6.8990 -1.8911 3.8834
C 7.0703 3.4220 -2.9265
O 7.6717 3.9147 -1.9941
N 6.7578 2.0861 -2.9684
N 6.6512 4.1590 -4.0040
H 6.2560 1.6523 -3.7195
H 7.0517 1.5274 -2.1899
H 6.8632 5.1388 -3.9976
H 6.1516 3.7717 -4.7813
*
```

As for the highest occupied orbital energy: -9.3 eV. The value obtained for the max |F| is 2.217 eV Å⁻¹. Its SMILES is CCCCO[C@@H](ON=O)[C@H](O[C@H](N)CCCP(=O)(OCC)OCC)B(O)CC.NC(N)=O.NC(N)=O.NC(N)=O.NC(N)=O.NC(N)=O. Its LUMO energy is -0.905 eV. The value obtained for the HOMO-LUMO gap is 8.41 eV.

=====

[2]
Computed, not measured: a molecular structure, C21H56ClO25S7 in a non-equilibrium geometry, with wB97M-V/def2-TZVPD.

Geometry as ORCA input:
```
! wB97M-V def2-TZVPD RIJCOSX def2/J DEFGRID3
* xyz -1 1
Cl 0.8385 0.6613 -0.3439
O 1.8443 1.6009 -0.8728
O 0.9924 0.5971 1.0885
O -0.4812 1.2221 -0.6550
O 0.9714 -0.6658 -0.9019
O 2.6598 -0.7002 -3.0987
S 3.2149 -1.5490 -2.0204
O 2.3275 -2.5799 -1.5113
O 4.6884 -2.2273 -2.4943
C 5.3159 -3.1809 -1.5765
C 6.7982 -2.8104 -1.6631
C 3.6543 -0.4428 -0.6048
H 5.2300 -4.2149 -1.9106
H 4.8932 -3.1123 -0.5741
H 6.9346 -1.9746 -0.9769
H 7.0412 -2.4144 -2.6491
H 7.3364 -3.7083 -1.3594
H 4.2576 0.3280 -1.0844
H 4.2400 -0.9289 0.1754
H 2.7476 -0.0370 -0.1560
O 2.6653 2.3660 2.6533
S 1.3871 3.0980 2.4861
O 0.2678 2.8159 3.3987
O 1.7076 4.7552 2.5702
C 3.0382 5.1709 2.3625
C 3.0473 6.7519 1.9302
C 0.8197 2.9136 0.7213
H 3.5915 4.5670 1.6433
H 3.4675 5.0099 3.3514
H 4.0315 7.2125 2.0153
H 2.3667 7.3661 2.5199
H 2.7447 6.9128 0.8954
H 0.4958 3.9065 0.4095
H -0.0086 2.2065 0.7666
H 1.6984 2.5947 0.1606
O -3.0547 1.6275 -0.9316
S -3.2185 2.0108 0.4641
O -3.8569 3.2569 0.7619
O -4.0871 0.7863 1.2742
C -4.5620 1.0849 2.6192
C -5.1711 -0.0564 3.4237
C -1.6289 1.8146 1.3674
H -5.3683 1.8117 2.5203
H -3.8396 1.6305 3.2262
H -4.3911 -0.8019 3.5784
H -5.9659 -0.5864 2.8989
H -5.5380 0.3088 4.3830
H -1.3135 0.7779 1.2492
H -1.7906 2.1281 2.3987
H -0.8658 2.3702 0.8223
O -2.5288 0.3372 3.6840
S -1.3839 -0.5331 3.9508
O -1.0814 -1.1367 5.2283
O -1.3782 -1.7571 2.8059
C -0.3291 -2.7617 2.8596
C 0.1468 -2.8107 1.3815
C 0.1486 0.3049 3.3885
H -0.7871 -3.6949 3.1875
H 0.5250 -2.4759 3.4735
H -0.5416 -3.1898 0.6263
H 1.0307 -3.4480 1.3564
H 0.4070 -1.7792 1.1440
H 0.1742 1.1597 4.0643
H -0.0543 0.6098 2.3618
H 1.0284 -0.3371 3.3446
O -0.8813 5.9434 -0.6996
S -1.0220 4.5326 -0.8316
O -1.3680 3.7028 0.3511
O -2.2980 4.3394 -1.9036
C -2.8198 3.0543 -2.1747
C -3.4617 3.0491 -3.5671
C 0.4207 3.7203 -1.7163
H -3.5575 2.8403 -1.4014
H -2.0304 2.3083 -2.0826
H -4.4306 3.5476 -3.5952
H -3.7573 2.0429 -3.8644
H -2.8023 3.4659 -4.3284
H 0.4159 4.1726 -2.7080
H 0.2603 2.6436 -1.6598
H 1.3178 4.0760 -1.2096
O -0.6787 -1.9073 -2.8166
S -2.0998 -1.5447 -2.9160
O -3.0140 -1.9784 -3.9622
O -2.7596 -1.8067 -1.4086
C -1.9482 -1.7116 -0.2682
C -2.7873 -1.2171 0.8681
C -2.2026 0.2629 -3.0141
H -1.0584 -1.1047 -0.4355
H -1.6304 -2.7411 -0.1031
H -3.0519 -0.1634 0.7803
H -2.2650 -1.2690 1.8235
H -3.7238 -1.7745 0.8882
H -3.1700 0.6096 -2.6506
H -2.0601 0.4732 -4.0741
H -1.3473 0.6236 -2.4427
O -0.9133 -4.1503 -3.0736
S -0.5861 -4.1934 -1.5938
O -1.6999 -4.2536 -0.5989
O 0.3195 -5.6236 -1.2458
C 1.4888 -5.8816 -2.0333
C 1.6198 -7.4042 -2.2395
C 0.6087 -2.8803 -1.1371
H 2.3275 -5.4562 -1.4821
H 1.3774 -5.3757 -2.9923
H 1.4721 -7.9978 -1.3372
H 2.6215 -7.5787 -2.6321
H 0.8577 -7.7471 -2.9393
H 1.1350 -3.1583 -0.2240
H 0.2198 -1.8632 -1.0898
H 1.4133 -2.7873 -1.8666
*
```

As for the highest occupied orbital energy: -5.4 eV. The value obtained for the energy above the lowest of the compared OMol25 structures with the same formula, charge and spin is 2998.3 kJ/mol. The value obtained for the max |F| is 16.943 eV Å⁻¹. Its LUMO energy is 1.797 eV. The value obtained for the HOMO-LUMO gap is 7.22 eV.